57
Properties=species:S:1:pos:R:3 method="wB97M-V/def2-TZVPD" multiplicity=1 homo_energy_ev=-8.22 homo_lumo_gap_ha=0.3131 e_above_lowest_kcal_mol=22.2 charge=0
C 1.812 1.633 1.799
C 2.881 0.673 1.443
C 2.924 -0.696 1.385
N 4.160 -1.075 0.939
C 4.819 0.033 0.748
C 6.176 0.150 0.268
C 6.767 1.401 0.096
C 8.065 1.501 -0.366
C 8.775 0.345 -0.657
C 8.200 -0.908 -0.491
C 6.904 -1.004 -0.029
H 6.433 -1.963 0.110
H 8.768 -1.795 -0.723
Cl 10.398 0.468 -1.234
H 8.526 2.466 -0.501
H 6.203 2.292 0.325
O 4.090 1.130 1.042
C 1.882 -1.696 1.687
H 2.137 -2.290 2.566
H 0.903 -1.242 1.819
S 1.791 -2.934 0.302
O 0.498 -3.612 0.493
C 1.480 -1.718 -1.065
C 0.356 -0.752 -0.753
O 0.504 0.455 -0.803
N -0.795 -1.360 -0.421
C -1.994 -0.628 -0.094
H -2.326 -0.881 0.917
H -1.743 0.434 -0.129
C -3.123 -0.946 -1.084
N -4.311 -0.193 -0.750
C -4.245 1.214 -1.115
H -3.232 1.456 -1.446
C -4.586 2.085 0.096
C -6.067 2.054 0.461
H -6.204 2.601 1.398
C -6.630 0.642 0.622
C -6.790 -0.086 -0.715
C -5.536 -0.855 -1.146
H -5.537 -1.834 -0.657
H -5.582 -1.026 -2.239
H -7.608 -0.807 -0.646
H -7.070 0.639 -1.481
H -7.611 0.719 1.097
H -5.981 0.061 1.277
H -6.641 2.578 -0.308
H -3.998 1.724 0.942
H -4.291 3.117 -0.108
H -4.921 1.444 -1.948
H -2.767 -0.749 -2.111
H -3.353 -2.012 -1.011
H -0.780 -2.362 -0.257
H 1.230 -2.327 -1.934
H 2.409 -1.183 -1.245
H 1.272 1.295 2.681
H 2.246 2.611 1.988
H 1.111 1.712 0.966